Entry 1:
DFT (ωB97M-V with the def2-TZVPD basis set) results for a molecular structure, C25H20CoN4O2P.

```
53
Properties=species:S:1:pos:R:3:forces:R:3
Co -0.23091 -0.15532 1.22668 -0.024 0.466 0.698
N 1.99249 -2.31300 -1.20664 -0.032 -0.016 0.107
C 3.08197 -1.85310 -0.49459 -0.100 0.079 -0.026
C 2.59773 -0.98370 0.43630 0.186 -0.029 -0.126
N 1.23972 -0.92057 0.29512 -0.390 -0.341 -0.381
C 0.89590 -1.74209 -0.69646 -0.436 0.168 0.062
C -0.55290 -1.82369 -0.93113 0.426 0.207 0.210
N -1.27671 -1.06055 -0.11177 0.532 -0.159 -0.427
C -2.59445 -1.28073 -0.40484 -0.118 -0.108 -0.189
C -2.66180 -2.18654 -1.42168 0.049 0.096 0.031
N -1.36088 -2.50922 -1.74693 0.002 -0.018 0.116
H 2.03304 -2.98953 -1.95357 0.006 -0.007 -0.003
H 4.08330 -2.18127 -0.70971 0.002 0.002 -0.006
H 3.13179 -0.41171 1.17395 0.007 -0.005 0.032
H -3.39452 -0.78856 0.11786 -0.020 0.011 0.003
H -3.50161 -2.62006 -1.93503 -0.001 -0.001 -0.001
H -1.09023 -3.17455 -2.45514 0.002 -0.003 -0.002
O -0.33363 1.01191 4.97637 -0.136 0.036 0.006
C -0.24850 1.30723 3.82707 0.356 -0.501 -0.061
O -0.30548 0.31478 2.88465 -0.093 0.090 -0.065
C -0.03653 2.69318 3.34047 -0.126 0.090 0.366
C 0.03415 3.66810 4.33298 0.009 0.064 -0.047
C 0.17990 5.00250 3.99651 0.008 -0.028 0.128
C 0.24585 5.37779 2.66421 -0.005 0.032 -0.084
C 0.17579 4.41462 1.67296 0.014 0.029 -0.135
C 0.04492 3.06462 2.00603 0.059 0.084 -0.394
P -0.06706 1.94728 0.59702 -0.299 -0.077 0.067
C 1.37300 2.15725 -0.43981 -0.097 -0.015 0.012
C 1.35680 1.66721 -1.74880 -0.002 -0.109 -0.034
C 2.48969 1.77011 -2.53504 0.038 0.016 0.005
C 3.64528 2.34953 -2.01687 -0.040 0.011 0.060
C 3.66648 2.82442 -0.71184 0.031 -0.012 -0.111
C 2.53213 2.73164 0.07947 0.027 0.006 0.111
C -1.59538 2.34549 -0.26562 0.100 0.027 0.121
C -2.78133 2.11299 0.43702 0.007 -0.047 0.127
C -3.99485 2.48737 -0.10749 -0.044 0.025 -0.068
C -4.03278 3.09843 -1.35786 0.055 -0.019 0.020
C -2.85578 3.34509 -2.04986 -0.046 -0.006 0.013
C -1.63368 2.97587 -1.50574 0.115 0.006 -0.123
H -0.03539 3.35517 5.36522 -0.002 -0.001 0.000
H 0.23402 5.75104 4.77514 -0.002 -0.001 0.001
H 0.34734 6.42016 2.39463 0.000 -0.003 -0.015
H 0.22253 4.72001 0.63365 -0.002 -0.008 -0.002
H 0.45837 1.21483 -2.15501 0.020 -0.004 0.009
H 2.47291 1.41348 -3.55628 0.005 0.002 -0.001
H 4.52700 2.43877 -2.63722 0.005 -0.007 0.003
H 4.56276 3.27876 -0.31217 0.002 0.002 -0.005
H 2.55210 3.11621 1.09227 -0.007 -0.024 -0.035
H -2.75566 1.67103 1.42956 -0.001 -0.007 -0.011
H -4.91052 2.32184 0.44431 0.007 -0.006 0.003
H -4.98104 3.39688 -1.78385 -0.005 0.001 0.003
H -2.88379 3.83915 -3.01138 -0.004 0.006 0.001
H -0.72225 3.20071 -2.04554 -0.040 0.005 0.037
```
Positions in Å, forces in eV/Å.

## Properties
* energy relative to the best compared isomer or geometry (same formula, charge and spin): 6.2 kcal per mole
* HOMO-LUMO gap (spin up / spin down): 0.2743 / 0.2718 hartree
* charge: +2
* LUMO energy (spin up / spin down): -7.5 / -7.6 eV
* highest occupied orbital energy (spin up / spin down): -14.995 / -14.992 eV
* molecular weight: 498.37 g/mol

These are the Löwdin partial charges, in e, on atoms 1 to 2:
1 Co 0.59
2 N 0.16

---

Entry 2:
DFT (ωB97M-V with the def2-TZVPD basis set) results for a molecular structure, C3H8N2O at a distorted geometry.

```
14
Properties=species:S:1:pos:R:3:forces:R:3
C -0.64143 1.16270 -1.25284 2.794 1.703 1.982
C 0.59948 -1.91461 0.22928 0.457 0.199 0.292
C -0.09088 0.31724 -0.21630 -2.349 -4.903 -0.919
N -0.52362 0.59122 1.11770 0.486 0.412 -0.027
O 0.93270 1.82186 -0.58884 -1.033 0.907 -1.772
N 0.30937 -0.84812 -0.69492 -0.301 1.493 0.820
H 0.77537 2.33545 0.21781 -0.493 0.079 -0.219
H 0.00426 0.08871 1.81866 -0.159 -0.130 -0.128
H -1.51975 0.45608 1.24158 0.154 -0.063 -0.032
H -1.52041 1.76705 -1.02973 0.430 0.256 -0.172
H -0.39659 0.86462 -2.26413 0.004 0.211 0.145
H 0.76449 -2.82885 -0.33987 0.021 0.007 0.080
H 1.51154 -1.70739 0.80616 0.027 -0.208 0.023
H -0.20451 -2.10595 0.95543 -0.038 0.037 -0.073
```
Positions in Å, forces in eV/Å.

## Properties
* energy relative to the best compared isomer or geometry (same formula, charge and spin): 103.0 kcal per mole
* HOMO-LUMO gap: 0.3215 hartree
* charge: 0
* LUMO energy: 0.5 eV
* highest occupied orbital energy: -8.293 eV
* molecular weight: 88.11 g/mol

These are the Löwdin partial charges, in e, on atoms 1 to 2:
1 C 0.15
2 C -0.18

---

Entry 3:
DFT (ωB97M-V with the def2-TZVPD basis set) results for a molecular structure, C18H18BN9OSTi.

```
49
Properties=species:S:1:pos:R:3:forces:R:3
Ti 0.81755 -1.12256 -0.77431 0.333 -0.161 -0.252
C -0.20237 2.94553 -2.03326 -0.030 -0.009 -0.012
C 0.50029 1.74538 -2.20921 0.034 0.018 0.042
N 0.70991 1.15367 -1.04408 -0.240 -0.245 0.048
N 0.16978 1.94870 -0.09791 0.102 0.083 -0.034
C -0.40633 3.02391 -0.67219 0.060 0.013 0.004
B 0.12714 1.49550 1.38339 -0.118 -0.020 -0.006
N -1.08276 0.55349 1.53178 0.085 -0.039 0.030
C -2.20847 0.57836 2.26893 -0.014 0.042 -0.028
C -2.96032 -0.52619 1.92968 -0.011 -0.016 0.006
C -2.19262 -1.18976 0.96241 -0.002 0.032 -0.018
N -1.06711 -0.53379 0.72709 -0.017 0.001 -0.032
N 1.41719 0.73415 1.76836 0.039 -0.001 0.055
C 2.30742 1.05695 2.72956 0.003 -0.018 -0.006
C 3.26976 0.07262 2.77235 -0.008 -0.016 0.004
C 2.87589 -0.84103 1.78412 -0.007 -0.010 -0.001
N 1.76331 -0.43766 1.19663 -0.096 -0.016 -0.246
N 0.04606 2.75005 2.26740 -0.007 -0.019 0.010
C 0.76338 3.88532 2.09463 -0.016 0.001 -0.008
C 0.63320 4.64919 3.22931 0.023 -0.006 0.011
C -0.18555 3.87116 4.06812 -0.032 0.009 -0.020
N -0.52685 2.73203 3.49084 0.032 0.013 0.019
H -0.51848 3.64826 -2.78477 -0.006 0.000 0.007
H 0.85456 1.26608 -3.10685 -0.002 -0.003 -0.005
H -0.91083 3.76634 -0.07736 0.014 0.017 0.002
H -2.37275 1.36585 2.98209 -0.003 -0.015 -0.006
H -3.91685 -0.81359 2.33097 0.004 -0.004 0.003
H -2.38388 -2.11017 0.43558 -0.006 -0.003 0.007
H 2.18855 1.94813 3.32290 -0.001 0.001 -0.006
H 4.12502 0.02117 3.42332 0.000 0.001 0.000
H 3.34011 -1.75487 1.45061 0.004 0.002 0.000
H 1.32054 4.05557 1.18900 0.001 0.000 -0.010
H 1.06375 5.61673 3.42166 0.004 -0.002 0.000
H -0.54365 4.09378 5.06142 0.000 0.002 -0.002
O -0.46205 -1.37020 -2.43263 0.141 0.053 0.192
N -0.83800 -2.56858 -2.86684 -0.208 0.072 0.098
C -1.38429 -2.60971 -4.10198 0.130 -0.027 -0.023
C -1.85616 -3.76896 -4.64679 -0.002 0.003 -0.021
C -1.76871 -4.94065 -3.88087 0.013 -0.016 0.016
C -1.23163 -4.88233 -2.62561 -0.022 -0.013 -0.016
C -0.75911 -3.67330 -2.05941 0.032 0.028 0.045
S -0.13648 -3.55562 -0.49134 0.034 0.142 -0.063
H -1.38864 -1.64928 -4.59411 -0.024 -0.003 -0.005
H -2.27624 -3.76136 -5.64164 0.004 0.009 -0.002
H -2.12296 -5.88382 -4.27720 -0.002 0.001 -0.001
H -1.15397 -5.76259 -2.00371 -0.003 -0.001 -0.001
C 2.52712 -1.58569 -1.57706 -0.206 0.014 0.229
H 2.50122 -1.87535 -2.64071 -0.037 -0.041 0.011
H 3.53531 -1.76088 -1.18233 0.028 0.147 -0.018
```
Positions in Å, forces in eV/Å.

## Properties
* energy relative to the best compared isomer or geometry (same formula, charge and spin): 0.0 kcal per mole
* HOMO-LUMO gap (spin up / spin down): 0.1888 / 0.1924 hartree
* charge: -1
* LUMO energy (spin up / spin down): 2.9 / 2.9 eV
* spin multiplicity: 2
* highest occupied orbital energy (spin up / spin down): -2.235 / -2.334 eV
* molecular weight: 467.15 g/mol

These are the Löwdin partial charges, in e, on atoms 1 to 2:
1 Ti 0.54
2 C -0.06

---

Question: The lowest charge belongs to which entry?
Answer: C18H18BN9OSTi